Molecular formula: C6H14O3Sn
Method: DFT, ωB97M-V/def2-TZVPD

```
24
Properties=species:S:1:pos:R:3:lowdin_charge:R:1
Sn -1.68081 3.19461 -0.54055 1.86
C 2.02369 2.97946 -0.42427 -0.02
O 0.81323 2.63192 -1.10065 -0.40
C 0.80357 1.30579 -1.67599 -0.16
C 0.55291 0.18466 -0.63437 -0.13
O -0.70500 0.58920 -0.11126 -0.29
C -1.11947 0.03670 1.14723 -0.17
C -1.46284 -1.43783 1.07015 -0.20
O -0.34544 -2.27829 0.87455 -0.18
C -0.69778 -3.63446 0.63877 -0.07
H 2.13326 2.20514 0.33469 0.10
H 1.94615 4.00372 -0.06542 0.11
H 2.89808 2.99879 -1.07781 0.12
H 1.70832 1.09516 -2.24838 0.15
H 0.01466 1.29982 -2.43039 0.13
H 1.35041 0.10607 0.10404 0.15
H 0.44397 -0.78127 -1.12549 0.15
H -1.84969 0.65121 1.67760 0.13
H -0.26758 0.13825 1.83029 0.14
H -2.15980 -1.55702 0.23363 0.14
H -1.97555 -1.69695 2.00083 0.15
H 0.11329 -4.24975 0.25183 0.10
H -1.34713 -3.72442 -0.24046 0.09
H -1.19044 -4.06051 1.51143 0.10
```

Properties
**F_max**: 3.020 eV Å⁻¹
**HOMO-LUMO gap**: 4.1704 eV
**Charge**: +2
**Relative energy (zero: lowest compared OMol25 entry of this formula, charge and spin)**: 39.15 kcal/mol

Molecular formula: C6H14P
Method: DFT, ωB97M-V/def2-TZVPD

```
21
Properties=species:S:1:pos:R:3:lowdin_charge:R:1
C -1.98299 2.25051 -0.69046 0.01
C -1.70396 1.06214 -1.20962 -0.17
C 0.37258 -2.27285 0.06289 -0.20
C 2.22173 -0.12803 0.24383 -0.20
C -0.44925 -0.01996 1.67330 -0.19
C -0.15691 0.48368 -1.26882 -0.23
P 0.43354 -0.47415 0.19686 0.83
H -2.96357 2.62576 -0.60380 0.05
H -1.18667 2.94518 -0.26646 0.10
H -2.40871 0.41546 -1.59652 0.06
H 1.13252 -2.64874 0.74958 0.06
H 0.79397 -2.64840 -0.95154 0.10
H -0.59025 -2.77666 0.25094 0.07
H 2.46342 0.94008 0.43384 0.07
H 2.69188 -0.67385 -0.65269 0.10
H 2.75116 -0.59350 1.13576 0.09
H -0.05551 0.99427 1.86530 0.08
H -0.27732 -0.52776 2.65019 0.09
H -1.47492 -0.37811 1.52659 0.08
H 0.52921 1.37274 -1.24881 0.09
H -0.13998 0.05216 -2.30037 0.11
```

Properties
**F_max**: 4.117 eV Å⁻¹
**HOMO-LUMO gap**: 11.0956 eV
**Charge**: +1
**Relative energy (zero: lowest compared OMol25 entry of this formula, charge and spin)**: 40.40 kcal/mol

Number 1: HOMO energy -15.71 eV. Number 2: HOMO energy -13.85 eV.